Entry 1:
Computed, not measured: 19 unconnected molecules or ions with the total composition C2H43NO18 in a non-equilibrium geometry, with wB97M-V/def2-TZVPD.

Calculated values
HOMO-LUMO gap: 9.141 eV
electronic energy: -1511.0598 Ha
F_max: 0.048 hartree/bohr
net charge: 0
energy relative to the best compared isomer or geometry (same formula, charge and spin): 0.0 kcal per mole

Element x y z (Å)
C 0.91 -0.11 0.62
N 0.54 -0.68 -0.65
C 1.57 -1.59 -1.18
H 0.66 -0.84 1.43
H 1.96 0.32 0.74
H 0.11 0.67 0.80
H 0.47 -0.04 -1.49
H 1.07 -2.23 -1.93
H 1.97 -2.31 -0.52
H 2.37 -1.07 -1.73
H 0.57 2.55 1.55
H -0.01 3.55 0.51
O 0.83 3.24 0.87
H 4.23 0.21 1.34
H 3.68 1.57 0.67
O 3.73 1.02 1.49
H -2.30 -2.82 0.14
H -0.97 -2.39 -0.29
O -1.37 -3.11 0.22
H 1.59 1.53 -3.31
H 1.93 1.99 -1.87
O 1.30 2.11 -2.58
H -3.18 -1.13 2.14
H -3.88 -2.35 2.91
O -3.87 -1.80 2.12
H -1.31 0.03 -3.30
H -2.47 -0.83 -3.33
O -1.58 -0.80 -3.73
H -3.18 1.57 0.17
H -3.17 2.32 -1.31
O -3.63 1.74 -0.70
H 1.77 -0.60 -4.33
H 3.27 -0.72 -4.09
O 2.54 -0.09 -4.08
H 2.07 -0.12 3.41
H 0.94 -1.13 3.94
O 1.31 -0.25 3.97
H 3.64 3.55 -0.36
H 2.28 2.93 -0.08
O 3.18 2.71 -0.40
H -3.52 1.55 2.28
H -1.94 1.14 2.16
O -2.79 1.23 1.76
H 0.17 1.58 -4.62
H -0.46 0.24 -5.08
O 0.37 0.74 -5.02
H -0.84 -1.24 2.15
H -1.66 -2.18 3.04
O -1.35 -1.28 2.97
H 0.28 0.95 3.31
H -0.34 2.22 3.53
O -0.34 1.55 2.84
H 2.42 -3.93 2.79
H 3.05 -3.01 1.75
O 3.07 -3.18 2.69
H -1.47 3.95 -1.66
H -0.34 2.82 -1.78
O -1.29 3.00 -1.59
H -3.60 0.36 -1.32
H -3.81 -1.05 -0.88
O -3.41 -0.60 -1.63
H -0.13 -3.82 1.08
H 0.52 -5.07 1.80
O 0.58 -4.11 1.68

List of Mulliken charges in e, atom by atom: 0.70 0.76 -1.07 -0.32 -0.27 -0.02 -0.20 0.32 0.32 0.32 0.37 0.33 -0.78 0.30 0.41 -0.72 0.29 0.20 -0.76 0.30 0.30 -0.67 0.43 0.27 -0.65 0.24 0.36 -0.66 0.46 0.34 -0.73 0.32 0.27 -0.62 0.33 0.28 -0.74 0.31 0.37 -0.74 0.23 0.43 -0.68 0.30 0.35 -0.63 0.24 0.31 -0.69 0.26 0.33 -0.61 0.33 0.30 -0.62 0.30 0.34 -0.59 0.48 0.24 -0.71 0.41 0.28 -0.57



Entry 2:
Computed, not measured: 23 unconnected molecules or ions with the total composition C2H49O23 in a non-equilibrium geometry, with wB97M-V/def2-TZVPD.

Calculated values
HOMO-LUMO gap: 8.281 eV
electronic energy: -1836.1919 Ha
F_max: 0.099 hartree/bohr
net charge: -1
energy relative to the best compared isomer or geometry (same formula, charge and spin): 20.1 kcal per mole

Element x y z (Å)
C 0.02 -0.42 -0.74
C 0.13 0.59 0.35
O 1.46 1.04 0.20
H 0.09 0.18 -1.63
H -0.97 -0.89 -0.84
H 0.77 -1.16 -0.80
H 0.07 0.08 1.35
H -0.55 1.47 0.16
O -1.92 -0.79 3.42
H -1.89 -1.62 2.93
H -1.04 -0.61 3.67
O -3.16 2.00 0.49
H -2.20 1.94 0.48
H -3.35 2.54 1.27
O 4.62 0.15 0.02
H 4.13 -0.68 0.05
H 4.15 0.70 0.63
O 3.48 -2.56 -0.14
H 2.64 -2.86 -0.53
H 3.96 -3.41 -0.25
O 1.22 -3.86 -1.17
H 1.81 -4.54 -1.52
H 0.97 -3.25 -1.85
O 3.72 1.96 1.68
H 4.09 2.70 1.22
H 2.83 2.01 1.35
O 2.64 -0.13 -2.20
H 2.20 0.33 -1.48
H 2.07 -0.87 -2.41
O 1.83 4.08 0.61
H 1.65 3.26 0.21
H 2.58 4.32 0.09
O -2.89 -3.22 -1.51
H -3.64 -2.80 -1.74
H -2.48 -2.82 -0.70
O -3.21 -0.21 -1.80
H -3.63 -0.08 -0.92
H -3.99 -0.17 -2.42
O -2.15 -2.73 1.10
H -2.77 -3.19 1.68
H -1.20 -2.68 1.42
O 0.98 -2.17 -3.39
H 1.55 -1.92 -4.11
H 0.14 -1.76 -3.52
O 0.81 2.50 -1.85
H 0.22 1.97 -2.38
H 1.02 1.99 -1.08
O -3.84 -0.49 0.75
H -3.45 0.39 0.77
H -3.13 -1.13 0.91
O -1.48 -0.85 -3.75
H -2.00 -0.85 -2.91
H -2.04 -1.13 -4.49
O -1.43 1.93 -3.47
H -2.17 2.17 -2.87
H -1.53 0.99 -3.61
O 0.51 -0.17 4.17
H 1.04 -0.63 3.52
H 0.48 0.76 4.01
O 2.39 -0.63 2.13
H 2.71 0.01 2.78
H 2.16 -0.12 1.35
O -1.08 4.20 -1.38
H -1.41 4.12 -0.51
H -0.32 3.59 -1.42
O -1.84 1.99 2.92
H -2.06 1.06 2.97
H -2.44 2.34 3.58
O 0.83 2.22 2.73
H 1.11 1.71 1.97
H -0.12 2.24 2.82
O 0.56 -2.78 1.45
H 0.87 -3.38 0.76
H 0.96 -1.95 1.41

List of Mulliken charges in e, atom by atom: -0.21 2.74 -0.66 0.46 -0.72 -0.37 0.37 -0.18 -0.77 0.29 0.45 -0.74 0.19 0.25 -0.75 0.29 0.47 -0.57 0.31 0.24 -0.66 0.25 0.36 -0.77 0.28 0.16 -0.73 0.42 0.33 -0.63 0.16 0.30 -0.66 0.29 0.34 -0.57 0.33 0.24 -0.74 0.24 0.44 -0.77 0.28 0.40 -0.83 0.40 0.18 -0.83 0.34 0.51 -0.73 0.41 0.24 -0.73 0.34 0.46 -0.88 0.55 0.42 -0.95 0.37 -0.11 -0.72 0.23 0.56 -0.66 0.38 0.27 -0.88 0.06 0.52 -0.78 0.30 0.19



Entry 3:
Computed, not measured: a molecular structure, C2H4AlFIO2 in a non-equilibrium geometry, with wB97M-V/def2-TZVPD.

Calculated values
HOMO-LUMO gap: 7.954 eV
electronic energy: -869.2095 Ha
F_max: 0.063 hartree/bohr
net charge: -1

Element x y z (Å)
F 1.31 1.70 0.89
C 0.66 0.94 -0.11
O 1.42 -0.23 -0.22
Al 0.22 -1.59 0.16
O -1.28 -0.58 0.55
C -0.89 0.71 0.18
I -2.09 1.03 -1.66
H 0.84 1.42 -1.10
H 0.76 -2.30 1.48
H 0.22 -2.52 -1.15
H -1.19 1.43 0.98

List of Mulliken charges in e, atom by atom: -0.32 0.32 -0.48 0.24 -0.45 -0.25 -0.13 0.16 -0.24 -0.23 0.37



Entry 4:
Computed, not measured: a single C2H4B2O molecule in a non-equilibrium geometry, with wB97M-V/def2-TZVPD.

Calculated values
HOMO-LUMO gap: 8.041 eV
electronic energy: -203.4057 Ha
F_max: 0.054 hartree/bohr
net charge: 0
energy relative to the best compared isomer or geometry (same formula, charge and spin): 27.0 kcal per mole

Element x y z (Å)
B -0.47 0.89 -0.42
B -0.35 -0.51 0.80
C 0.57 0.57 -1.24
C -1.59 -0.37 1.60
O -2.52 -0.30 2.26
H -1.28 1.70 -0.24
H 1.39 0.15 -1.78
H -0.34 -1.57 0.28
H 0.56 -0.31 1.53

List of Mulliken charges in e, atom by atom: -0.43 -0.13 -0.07 0.57 -0.28 -0.08 0.51 -0.05 -0.03



Entry 5:
Computed, not measured: a single C2H4BClO2 molecule in a non-equilibrium geometry, with wB97M-V/def2-TZVPD.

Calculated values
2S+1: 3
HOMO-LUMO gap (alpha / beta): 5.996 / 8.607 eV
electronic energy: -714.0583 Ha
F_max: 0.202 hartree/bohr
net charge: 0
energy relative to the best compared isomer or geometry (same formula, charge and spin): 0.0 kcal per mole

Element x y z (Å)
B -0.82 0.08 0.07
C 0.76 0.41 -0.03
C 1.70 -0.50 -0.17
O -1.59 1.26 0.00
O -1.27 -1.17 0.02
Cl 3.30 0.15 0.04
H 1.10 1.49 -0.04
H 1.57 -1.63 -0.24
H -2.56 1.02 0.21
H -2.19 -1.12 0.14

List of Mulliken charges in e, atom by atom: 0.60 -0.50 -0.11 -0.53 -0.46 -0.16 0.28 0.37 0.26 0.24



Entry 6:
Computed, not measured: a single C2H4BFO molecule in a non-equilibrium geometry, with wB97M-V/def2-TZVPD.

Calculated values
HOMO-LUMO gap: 8.899 eV
electronic energy: -278.4426 Ha
F_max: 0.062 hartree/bohr
net charge: 0
energy relative to the best compared isomer or geometry (same formula, charge and spin): 67.4 kcal per mole

Element x y z (Å)
B 0.99 -0.59 -0.03
C -1.35 0.67 -0.82
C -0.62 -0.31 0.11
O -2.56 0.75 -0.74
F 0.40 -1.35 -1.04
H 1.61 -1.31 0.58
H 1.48 0.38 -0.37
H -0.68 1.34 -1.43
H -1.15 -1.12 0.44

List of Mulliken charges in e, atom by atom: 0.32 0.09 -0.03 -0.41 -0.26 -0.12 -0.16 0.30 0.26



Entry 7:
Computed, not measured: a single C2H4Br2 molecule, with wB97M-V/def2-TZVPD.

Calculated values
HOMO-LUMO gap: 11.108 eV
electronic energy: -5226.6345 Ha
F_max: 0.011 hartree/bohr
net charge: 0
SMILES string: BrCCBr
energy relative to the best compared isomer or geometry (same formula, charge and spin): 0.1 kcal per mole

Element x y z (Å)
Br 1.99 1.02 0.56
C 0.25 0.65 -0.28
C -0.26 -0.65 0.26
Br -2.04 -0.96 -0.45
H 0.44 0.60 -1.34
H -0.38 1.49 -0.03
H -0.35 -0.66 1.34
H 0.34 -1.49 -0.07

List of Mulliken charges in e, atom by atom: -0.16 -0.58 -0.58 -0.16 0.37 0.37 0.38 0.36



Entry 8:
Computed, not measured: a gas-phase ion, C2H4Br2N (charge +1) in a non-equilibrium geometry, with wB97M-V/def2-TZVPD.

Calculated values
HOMO-LUMO gap: 8.455 eV
electronic energy: -5281.0029 Ha
F_max: 0.069 hartree/bohr
net charge: +1
energy relative to the best compared isomer or geometry (same formula, charge and spin): 47.0 kcal per mole

Element x y z (Å)
C 0.80 -0.33 -0.63
C -0.79 -0.27 0.67
N 0.00 0.75 -0.03
Br 2.47 -0.74 0.03
Br -2.43 -0.77 -0.04
H 0.44 -0.75 -1.55
H -0.49 -0.60 1.65
H 0.54 1.39 0.58
H -0.55 1.31 -0.70

List of Mulliken charges in e, atom by atom: -0.26 -0.25 -0.16 0.07 0.06 0.40 0.40 0.37 0.37